Entry 1:
{
  "formula": "C4H22N2O6",
  "method": "the ωB97M-V functional and the def2-TZVPD basis",
  "symbols": ["H", "H", "O", "C", "N", "O", "O", "H", "C", "H", "H", "C", "O", "H", "O", "H", "H", "H", "H", "H", "H", "H", "C", "O", "H", "H", "N", "H", "H", "H", "H", "H", "H", "H"],
  "positions_angstrom": [[2.418, -1.079, 1.126], [-1.009, 0.612, 3.241], [1.896, -1.902, 1.025], [-1.925, 0.498, -0.672], [-2.319, 1.882, 1.298], [1.970, -2.075, -1.602], [-0.611, -3.303, -2.177], [2.010, 1.010, -1.073], [-1.396, -0.735, -1.461], [1.578, 2.223, 0.866], [1.820, -1.331, -2.159], [-0.670, -0.013, 1.448], [0.390, 3.242, 1.443], [1.506, -1.723, 0.127], [2.073, 1.474, 0.453], [-0.261, -0.635, -1.660], [0.255, -0.542, 3.226], [0.233, 2.744, 2.286], [-1.595, 1.516, -1.263], [0.023, -2.517, -2.205], [-1.524, -1.628, -0.960], [-1.844, -0.731, -2.467], [-1.606, 0.725, 0.776], [2.212, 0.509, -1.957], [-0.342, -3.693, -1.400], [1.829, 0.743, 1.041], [-0.329, 0.098, 2.806], [-0.061, -0.754, 0.985], [-3.136, 0.475, -0.753], [-2.720, 1.522, 2.284], [1.563, 0.874, -2.637], [2.889, -2.346, -1.587], [-3.045, 1.996, 0.762], [-0.272, 2.862, 0.839]],
  "lowdin_charge": [0.0359, 0.0341, -0.0905, -0.2189, 0.0768, -0.0619, -0.0636, 0.0241, -0.1155, 0.0160, -0.0055, -0.1606, -0.0602, 0.0113, -0.0589, 0.0719, 0.0613, 0.0714, 0.1509, 0.0270, 0.0335, 0.0895, -0.3780, -0.1410, -0.0119, 0.0252, 0.0967, 0.0738, 0.1477, 0.1544, 0.0751, 0.0781, -0.0225, 0.0342],
  "smiles": "CC/C(N)=C/N.O.O.O.O.O.O",
  "e_above_lowest_kj_mol": 260.3,
  "homo_ev": -7.940,
  "mol_weight_da": 194.23,
  "e_tot_ev": -19768.2647,
  "orbital_gap_ev": 8.36
}

---

Entry 2:
{
  "formula": "C27H35FN2O29",
  "method": "the ωB97M-V functional and the def2-TZVPD basis",
  "symbols": ["O", "O", "O", "C", "H", "C", "H", "H", "H", "N", "O", "H", "O", "H", "O", "C", "O", "O", "H", "C", "C", "O", "C", "C", "H", "C", "H", "H", "H", "C", "O", "O", "C", "H", "H", "O", "H", "C", "C", "H", "C", "O", "H", "O", "H", "H", "C", "H", "C", "O", "O", "O", "C", "O", "C", "H", "O", "C", "F", "H", "O", "O", "O", "H", "C", "C", "H", "N", "O", "C", "H", "C", "H", "C", "H", "H", "H", "H", "O", "H", "C", "O", "O", "O", "H", "O", "C", "H", "H", "C", "O", "H", "H", "C"],
  "positions_angstrom": [[7.997, -0.783, 0.802], [2.302, -0.589, 2.465], [1.326, 1.141, -1.831], [-4.958, -0.231, 0.128], [-6.145, -2.715, -0.215], [-4.347, 1.830, 1.236], [-3.130, -8.554, 2.378], [4.261, -0.215, 1.853], [4.435, -2.336, 3.006], [-5.273, 0.749, 1.093], [8.080, 1.822, -3.999], [7.159, 5.559, -3.904], [2.820, -1.878, 4.202], [-5.745, -5.061, 0.189], [0.672, -1.704, 3.553], [-8.088, -3.550, 1.623], [2.801, 2.248, -3.101], [-4.673, -7.335, -0.936], [-0.011, 3.150, -2.666], [4.712, 1.441, -2.127], [8.815, -1.113, -0.325], [7.707, 0.872, -0.655], [-0.286, 4.205, -2.705], [-6.783, -4.746, 0.221], [8.030, 4.578, -6.678], [-2.298, 1.416, 0.206], [-9.628, 1.718, 3.293], [-2.228, -5.735, 1.571], [3.732, 0.630, 3.318], [7.920, 2.913, -4.433], [-2.345, 2.276, -0.617], [-4.322, -1.210, 0.263], [4.179, 2.602, -2.946], [8.297, -1.863, -0.924], [-8.582, -1.023, 4.200], [-5.851, 1.691, 4.063], [-5.374, 0.275, 1.991], [2.451, 1.428, -2.089], [-9.201, 1.069, 4.058], [8.919, 5.651, -5.574], [-3.348, -7.501, 2.194], [0.867, 5.224, -1.006], [-1.131, 5.655, -1.317], [-8.091, -2.873, 0.452], [-9.939, 0.895, 4.836], [5.501, 1.718, -1.436], [4.068, -1.503, 3.608], [8.985, 0.136, -2.121], [-2.254, -6.812, 1.400], [-4.467, -7.414, 1.304], [6.387, 0.744, 1.171], [-4.673, 2.954, 1.300], [7.275, 0.317, 0.501], [-3.022, 1.431, 1.374], [-8.617, -0.206, 3.481], [-1.265, -7.227, 1.569], [-7.274, 0.201, 3.182], [8.929, 0.219, -1.039], [-5.550, 0.062, -1.046], [-1.150, 4.329, -3.351], [6.752, 3.595, -4.378], [8.870, 3.647, -5.045], [0.830, 4.958, -3.211], [4.653, 2.699, -3.913], [3.680, -0.307, 2.763], [-0.467, 4.788, -1.325], [4.237, 3.554, -2.414], [-1.356, -0.463, 1.203], [3.543, 1.018, -1.403], [1.537, 5.420, -2.161], [6.144, 5.332, -5.343], [6.998, 4.948, -4.792], [-3.579, -7.009, 3.135], [-6.953, 1.251, 3.968], [-9.114, -0.552, 2.580], [-0.814, 4.063, -0.599], [-1.193, -1.385, 0.823], [-7.398, -5.507, -0.261], [2.617, 5.921, -2.242], [4.796, -1.271, 4.381], [1.820, -1.417, 3.418], [-8.754, -3.264, 2.568], [-8.042, 1.715, 4.611], [-7.227, -4.586, 1.576], [-0.531, -0.130, 1.689], [-2.666, -7.054, 0.048], [-7.008, -3.364, -0.355], [9.769, -1.513, 0.006], [-7.287, -3.368, -1.405], [8.251, 4.796, -5.632], [-1.508, 0.359, 0.057], [9.768, 0.817, -0.680], [5.056, 0.615, -2.752], [-3.999, -7.277, 0.042]],
  "lowdin_charge": [0.0630, 0.0565, 0.1563, -0.5013, 0.1029, -0.4595, 0.1324, 0.1083, 0.1325, 0.1926, 0.1623, 0.1374, 0.0601, 0.1169, 0.1497, -0.5700, 0.0616, 0.1577, 0.1150, -0.0986, -0.1088, 0.0441, -0.1021, -0.0968, 0.1343, -0.5497, 0.1337, 0.1335, 0.1383, -0.5674, 0.1656, 0.1833, -0.1039, 0.1342, 0.1314, 0.1672, 0.1340, -0.5719, -0.0989, 0.1336, -0.1089, 0.0638, 0.1349, 0.0591, 0.1324, 0.1144, -0.1092, 0.1220, -0.1092, 0.0529, 0.1551, 0.2332, -0.5658, 0.1313, -0.1069, 0.1317, 0.0323, -0.1027, 0.1329, 0.1342, 0.0347, 0.0682, 0.0568, 0.1135, -0.1031, -0.1018, 0.1325, 0.1088, 0.0629, -0.5881, 0.1376, -0.0973, 0.1338, -0.5694, 0.1287, 0.1090, 0.1007, 0.1398, 0.1347, 0.1327, -0.5762, 0.1480, 0.0719, 0.0711, 0.0865, 0.0619, -0.0957, 0.1326, 0.1378, -0.1081, 0.0126, 0.1354, 0.1362, -0.5857],
  "smiles": "NOC(=O)OC(=O)NC(=O)F.O=C1OCCO1.O=C1OCCO1.O=C1OCCO1.O=C1OCCO1.O=C1OCCO1.O=C1OCCO1.O=C1OCCO1.O=C1OCCO1",
  "homo_ev": -9.890,
  "mol_weight_da": 870.56,
  "e_tot_ev": -93641.4187,
  "orbital_gap_ev": 10.25
}

---

Entry 3:
{
  "formula": "C3H2Cl2O",
  "method": "the ωB97M-V functional and the def2-TZVPD basis",
  "symbols": ["C", "H", "Cl", "O", "H", "C", "Cl", "C"],
  "positions_angstrom": [[-0.481, -0.335, -0.372], [-0.208, -0.580, -1.337], [-2.089, -0.951, -0.038], [-0.569, 2.209, -0.051], [0.700, -0.509, 1.553], [0.739, -0.270, 0.559], [2.341, -0.656, -0.189], [-0.434, 1.092, -0.126]],
  "lowdin_charge": [-0.7268, 0.0756, 0.6557, 0.2409, 0.0228, -0.5275, 0.5084, -0.2492],
  "e_above_lowest_kj_mol": 288.6,
  "homo_ev": -8.321,
  "mol_weight_da": 124.95,
  "e_tot_ev": -30232.3032,
  "orbital_gap_ev": 8.17
}